Record 1
The ion C4H6NOS with charge +1 at a distorted geometry, computed with ωB97M-V/def2-TZVPD.

Cartesian coordinates (Å):
C  0.272  1.755  0.113
C  -0.434  0.504  0.119
C  -0.050  -0.800  0.310
C  -1.155  -1.825  0.258
S  -2.694  -0.854  -0.094
N  -1.765  0.449  -0.163
O  -2.473  1.845  -0.381
H  1.295  1.668  -0.248
H  0.301  2.192  1.089
H  -0.112  2.554  -0.464
H  0.862  -1.118  0.626
H  -0.858  -2.535  -0.517
H  -1.512  -2.350  1.214

Results
molar mass: 116.2 g/mol
relative energy (zero: lowest compared OMol25 entry of this formula, charge and spin): 504.2 kJ/mol
total charge: +1
orbital gap (alpha / beta): 8.053 / 7.038 eV
spin multiplicity: 1
LUMO energy (alpha / beta): -7.2729 / -7.2570 eV
total energy: -683.73750 Eh
SMILES string: CC1=CCS[N+]1=O



Record 2
The ion C4H6NOS with charge +1 at a distorted geometry, computed with ωB97M-V/def2-TZVPD.

Cartesian coordinates (Å):
C  1.526  -1.433  -0.088
C  0.222  -1.021  0.103
C  2.602  -0.527  0.102
C  -2.282  1.488  -0.144
N  -0.378  0.068  -0.189
O  -1.606  0.262  0.192
S  2.503  1.035  0.489
H  1.641  -2.433  -0.274
H  -0.408  -1.851  0.446
H  3.631  -0.898  -0.091
H  -1.982  2.061  -1.133
H  -2.229  2.118  0.778
H  -3.239  1.132  -0.190

Results
molar mass: 116.2 g/mol
relative energy (zero: lowest compared OMol25 entry of this formula, charge and spin): 157.6 kJ/mol
total charge: +1
orbital gap (alpha / beta): 8.749 / 6.796 eV
spin multiplicity: 3
LUMO energy (alpha / beta): -4.9940 / -7.7797 eV
total energy: -683.73568 Eh